Formula: C26H24BBr4InN7O6S2
Source: the OMol25 dataset
Level of theory: the ωB97M-V functional and the def2-TZVPD basis

The relative energy (zero: lowest compared OMol25 entry of this formula, charge and spin) is 1.958 eV. The value obtained for the LUMO energy is 2.038 eV. As for the HOMO energy: -4.33 eV. Its frontier orbital gap is 6.4 eV.

ORCA input file:
```
! wB97M-V def2-TZVPD RIJCOSX def2/J DEFGRID3
* xyz -1 1
In 0.1674 0.5067 -0.0686
O 1.6315 0.1891 -4.7566
C 1.3481 0.0302 -3.4610
O 0.2156 -0.0093 -3.0495
C 2.5455 -0.1065 -2.6044
C 3.7631 -0.5548 -3.1044
C 4.8224 -0.6965 -2.2208
C 4.6331 -0.3632 -0.8945
C 3.3829 0.1015 -0.4947
N 2.3712 0.2079 -1.3302
C 3.1490 0.5095 0.9507
O 4.0910 0.4769 1.7300
O 1.9756 0.8602 1.2568
H 0.8143 0.3218 -5.2619
H 3.8607 -0.8012 -4.1500
H 5.7771 -1.0665 -2.5636
H 5.4145 -0.4436 -0.1560
Br -4.9220 4.9781 -2.4323
C -3.2661 4.0971 -2.1648
C -2.1638 4.4228 -2.9282
Br -2.2899 5.7399 -4.2867
C -0.9548 3.7629 -2.6979
Br 0.5520 4.1015 -3.8045
C -0.7727 2.8550 -1.6660
O 0.3547 2.2859 -1.4214
C -1.9337 2.4969 -0.8895
O -1.8267 1.5897 0.0009
C -3.1449 3.1068 -1.1944
Br -4.6562 2.5450 -0.1939
C -2.7605 -0.2703 -2.6204
N -1.9901 -1.4787 -2.5693
C -1.5548 -2.1949 -3.6441
C -0.8354 -3.2387 -3.1588
N -0.8226 -3.1699 -1.7999
B -0.2985 -4.3972 -0.9688
N -0.2047 -4.0397 0.5258
C -0.9512 -4.5583 1.5381
C -0.5933 -3.9533 2.6963
N 0.3968 -3.0586 2.3927
C 1.0252 -2.1694 3.3261
C 0.6061 -3.1142 1.0550
S 1.7087 -2.1567 0.2116
C -1.4980 -2.0703 -1.4535
S -1.7472 -1.4211 0.1081
H -3.5865 -0.3781 -3.3247
H -2.1294 0.5645 -2.9336
H -3.1506 -0.0574 -1.6253
H -1.7785 -1.9074 -4.6504
H -0.3256 -4.0306 -3.6678
H -1.1040 -5.2763 -1.0850
H 0.7846 -4.6861 -1.3771
H -1.6814 -5.3182 1.3540
H -0.9425 -4.0898 3.6985
H 1.3769 -2.7296 4.1961
H 0.3094 -1.4071 3.6415
H 1.8697 -1.6834 2.8351
C 1.4276 1.3549 5.7023
C 0.4353 1.6803 4.6427
C -0.7025 2.4622 4.6308
C -1.2003 2.3879 3.3166
N -0.4234 1.5983 2.5905
N 0.5420 1.1677 3.4037
C -2.3813 3.0963 2.7563
H 1.5824 2.2077 6.3591
H 2.3744 1.0817 5.2408
H 1.0840 0.5213 6.3155
H -1.1145 3.0320 5.4389
H 1.3448 0.7407 2.9509
H -2.8449 3.7387 3.5032
H -3.1193 2.3805 2.4033
H -2.0657 3.6967 1.9032
*
```